1.
Density functional theory data (ωB97M-V with the def2-TZVPD basis set) for a structure of composition C7H6FNO.

Structure (XYZ):
```
16
Properties=species:S:1:pos:R:3
C 2.29 -0.19 0.36
C -0.96 -1.54 -0.49
C -1.70 -0.25 -0.73
C 0.33 -1.51 -0.35
C -1.31 0.96 -0.24
C 1.07 -0.28 -0.36
C -0.14 1.02 0.64
N 3.23 0.05 0.99
O 0.52 2.24 0.59
F -0.33 0.61 1.94
H -1.46 -2.54 -0.51
H -2.59 -0.26 -1.25
H 0.90 -2.39 0.02
H -2.04 1.79 -0.38
H 0.88 0.11 -1.27
H 1.31 2.19 1.05
```

E_LUMO ... -0.23 eV
Frontier orbital gap ... 8.7 eV
E_HOMO ... -0.3272 Eh
Energy relative to the best compared isomer or geometry (same formula, charge and spin) ... 92.46 kcal per mole

Mulliken atomic charge list, values in e, 6 entries:
1. C 0.384
2. C -0.380
3. C -0.305
4. C -0.310
5. C -0.614
6. C -0.480

***

2.
Density functional theory data (ωB97M-V with the def2-TZVPD basis set) for a structure of composition C28H55O2Si4TeY.

Structure (XYZ):
```
91
Properties=species:S:1:pos:R:3
O -4.04 -4.04 1.42
C -3.74 -5.15 2.37
C -5.08 -5.84 2.17
H -3.57 -4.75 3.37
H -2.90 -5.78 2.03
C -5.35 -4.66 1.22
H -5.69 -5.83 3.08
H -5.04 -6.82 1.71
C -6.46 -3.83 1.80
H -6.24 -3.56 2.84
H -7.38 -4.43 1.81
H -6.63 -2.94 1.19
C -5.54 -4.98 -0.26
H -4.68 -5.52 -0.69
H -5.69 -4.02 -0.78
H -6.43 -5.60 -0.41
Y -0.75 -0.40 -0.27
C 0.49 -0.21 -2.48
C 1.46 -0.78 -1.58
C 1.00 -2.07 -1.20
H 2.39 -0.32 -1.26
C -0.21 -2.34 -1.92
C -0.54 -1.18 -2.68
H -1.38 -1.08 -3.37
H 0.60 0.74 -2.99
H 1.52 -2.75 -0.52
H -0.72 -3.31 -1.98
C -1.76 1.97 -0.45
C -2.31 1.20 -1.52
C -3.10 0.14 -0.95
H -2.22 1.43 -2.58
C -3.09 0.31 0.47
C -2.22 1.41 0.78
H -1.95 1.78 1.77
H -1.15 2.87 -0.55
H -3.64 -0.63 -1.50
H -3.73 -0.21 1.18
O -1.22 -2.10 2.13
C -1.62 -2.87 0.98
C -0.88 -4.20 0.98
H -1.63 -2.38 -0.06
H -2.69 -3.03 1.15
C -0.35 -4.30 2.41
H -0.06 -4.19 0.26
H -1.57 -5.01 0.73
C -0.27 -2.87 2.91
H 0.58 -4.86 2.46
H -1.09 -4.84 3.01
H 0.72 -2.42 2.76
H -0.56 -2.75 3.96
C 2.53 5.15 2.88
Si 3.92 4.59 1.75
C 4.69 6.14 0.98
C 5.26 3.71 2.74
Si 3.01 3.05 0.19
Te 1.62 1.31 1.30
Si 2.06 4.50 -1.42
C 3.34 5.54 -2.34
C 1.13 3.45 -2.66
C 0.85 5.63 -0.52
Si 4.97 2.27 -0.89
C 6.28 3.61 -1.13
C 5.68 0.90 0.17
C 4.48 1.60 -2.58
H 2.98 5.58 3.79
H 1.89 4.31 3.18
H 1.90 5.92 2.41
H 5.09 6.74 1.82
H 5.52 5.94 0.30
H 3.96 6.77 0.45
H 4.88 2.78 3.19
H 6.15 3.46 2.15
H 5.57 4.38 3.55
H 4.07 4.93 -2.90
H 2.80 6.16 -3.08
H 3.90 6.23 -1.70
H 0.46 2.73 -2.17
H 0.51 4.11 -3.30
H 1.80 2.89 -3.32
H 0.22 5.07 0.19
H 1.35 6.43 0.04
H 0.19 6.09 -1.26
H 6.64 4.04 -0.18
H 7.14 3.14 -1.62
H 5.95 4.44 -1.77
H 4.90 0.34 0.69
H 6.22 0.20 -0.49
H 6.39 1.28 0.92
H 3.58 0.98 -2.55
H 4.30 2.40 -3.31
H 5.31 0.98 -2.95
```

E_LUMO ... 0.23 eV
Frontier orbital gap ... 6.6 eV
E_HOMO ... -0.2351 Eh
Energy relative to the best compared isomer or geometry (same formula, charge and spin) ... 0.00 kcal per mole

Mulliken atomic charge list, values in e, 6 entries:
1. O -0.477
2. C -0.419
3. C -0.888
4. H 0.251
5. H 0.257
6. C 1.329

***

3.
Density functional theory data (ωB97M-V with the def2-TZVPD basis set) for a structure of composition C8H8O5P.

Structure (XYZ):
```
22
Properties=species:S:1:pos:R:3
C 2.65 -2.03 0.15
C 2.05 -0.76 0.09
C 2.50 0.32 1.07
C 1.19 -0.60 1.38
C 2.25 -2.61 1.31
C 1.18 -1.84 2.03
C -1.86 0.82 -1.17
C -0.69 1.85 -1.13
O 1.25 -0.30 -0.93
O 1.81 1.67 0.45
O 0.00 0.05 1.08
O 2.55 -3.89 1.70
O 0.46 -2.22 3.05
P 0.58 0.92 -0.12
H 3.35 -2.38 -0.62
H -1.55 -0.18 -1.43
H -2.28 0.73 -0.21
H -2.74 1.17 -1.70
H -0.89 2.86 -0.74
H -0.39 1.91 -2.15
H 3.52 -4.04 1.56
H -0.16 -1.61 3.52
```

E_LUMO (alpha / beta) ... -5.48 / -5.48 eV
Frontier orbital gap (alpha / beta) ... 7.1 / 7.1 eV
Charge ... +1
E_HOMO (alpha / beta) ... -0.4607 / -0.4607 Eh
Energy relative to the best compared isomer or geometry (same formula, charge and spin) ... 65.68 kcal per mole

Mulliken atomic charge list, values in e, 6 entries:
1. C -0.875
2. C 0.955
3. C -0.764
4. C 0.398
5. C 0.363
6. C 0.494

***

4.
Density functional theory data (ωB97M-V with the def2-TZVPD basis set) for a structure of composition C40H37CoO2PSi.

Structure (XYZ):
```
82
Properties=species:S:1:pos:R:3
Co 0.65 0.54 -0.19
C 0.79 1.14 3.86
C 1.67 1.60 2.73
C 1.28 2.66 1.91
C 2.08 3.07 0.84
C 1.70 4.27 0.02
C 3.24 2.36 0.57
C 3.67 1.33 1.39
C 4.98 0.64 1.11
C 2.88 0.97 2.48
H 0.23 0.24 3.58
H 0.06 1.90 4.13
H 1.37 0.90 4.75
H 0.37 3.20 2.13
H 1.81 4.06 -1.05
H 2.34 5.12 0.27
H 0.66 4.56 0.20
H 3.83 2.63 -0.29
H 5.01 0.28 0.08
H 5.14 -0.21 1.77
H 5.81 1.34 1.23
H 3.22 0.17 3.14
O 0.94 2.42 -3.53
C 0.26 1.92 -2.66
O 0.53 1.98 -1.39
C -1.08 1.29 -3.05
C -1.39 1.28 -4.40
C -2.58 0.74 -4.86
C -3.49 0.22 -3.96
C -3.20 0.22 -2.60
C -2.00 0.75 -2.13
P -1.61 0.64 -0.35
C -2.09 2.24 0.38
C -2.20 3.40 -0.38
C -2.48 4.62 0.24
C -2.66 4.67 1.62
C -2.56 3.51 2.37
C -2.27 2.30 1.76
C -2.85 -0.51 0.32
C -2.53 -1.86 0.38
C -3.46 -2.79 0.84
C -4.71 -2.36 1.26
C -5.04 -1.01 1.21
C -4.11 -0.09 0.74
H -0.66 1.70 -5.08
H -2.80 0.74 -5.92
H -4.43 -0.21 -4.30
H -3.90 -0.22 -1.91
H -2.06 3.37 -1.45
H -2.55 5.52 -0.35
H -2.88 5.62 2.10
H -2.70 3.55 3.45
H -2.18 1.40 2.36
H -1.55 -2.20 0.06
H -3.19 -3.84 0.87
H -5.43 -3.08 1.62
H -6.01 -0.68 1.54
H -4.38 0.96 0.70
C 5.10 -3.79 1.31
C 4.97 -3.68 -0.07
C 3.92 -2.95 -0.61
C 3.00 -2.30 0.22
C 3.15 -2.43 1.60
C 4.18 -3.18 2.14
Si 1.58 -1.34 -0.55
C 0.50 -2.71 -1.26
C 0.48 -4.00 -0.73
C -0.44 -4.94 -1.17
C -1.35 -4.60 -2.16
C -1.32 -3.33 -2.73
C -0.40 -2.40 -2.28
H 5.92 -4.36 1.73
H 5.68 -4.17 -0.73
H 3.81 -2.90 -1.69
H 2.44 -1.94 2.26
H 4.28 -3.27 3.22
H 0.76 -0.70 0.78
H 1.20 -4.28 0.04
H -0.46 -5.93 -0.74
H -2.08 -5.33 -2.50
H -2.02 -3.07 -3.52
H -0.40 -1.40 -2.71
```

E_LUMO (alpha / beta) ... -0.58 / 0.16 eV
Frontier orbital gap (alpha / beta) ... 6.9 / 8.1 eV
Expectation value of S² ... 0.884
2S+1 ... 2
E_HOMO (alpha / beta) ... -0.2737 / -0.2917 Eh
Energy relative to the best compared isomer or geometry (same formula, charge and spin) ... 19.64 kcal per mole

Mulliken atomic charge list, values in e, 6 entries:
1. Co 0.699
2. C -1.652
3. C 0.676
4. C -0.376
5. C 0.594
6. C -1.638

***

5.
Density functional theory data (ωB97M-V with the def2-TZVPD basis set) for a structure of composition C12H27N2OS2.

Structure (XYZ):
```
44
Properties=species:S:1:pos:R:3
C 5.09 -0.56 0.43
C 4.20 0.67 0.48
N 3.90 1.25 -0.83
C 3.24 2.55 -0.73
C 4.24 3.67 -0.45
C 3.37 0.34 -1.77
S 4.29 -0.38 -2.88
S 1.68 -0.18 -1.83
C 0.72 0.66 -0.55
C -0.74 0.22 -0.73
C -1.70 1.05 0.12
N -1.41 0.84 1.58
H 5.43 -0.81 1.43
H 4.57 -1.42 0.01
H 5.94 -0.35 -0.21
H 3.27 0.47 1.04
H 4.74 1.45 1.03
H 2.51 2.53 0.09
H 2.67 2.75 -1.64
H 5.26 3.31 -0.47
H 4.05 4.13 0.52
H 4.13 4.47 -1.18
H 0.76 1.74 -0.64
H 1.06 0.40 0.46
H -1.04 0.41 -1.76
H -0.87 -0.84 -0.52
H -1.52 2.10 -0.10
H -2.73 0.79 -0.08
H -2.19 1.17 2.17
H -0.58 1.34 1.87
H -1.30 -0.15 1.77
C -4.67 -3.57 -0.16
C -5.61 -2.81 0.78
C -4.71 -1.67 1.25
O -3.81 -1.39 0.16
C -3.90 -2.44 -0.82
H -5.20 -4.19 -0.88
H -4.00 -4.21 0.42
H -6.46 -2.41 0.22
H -5.99 -3.41 1.60
H -4.12 -1.97 2.12
H -5.27 -0.76 1.49
H -4.43 -2.05 -1.70
H -2.89 -2.73 -1.12
```

E_LUMO ... -3.59 eV
Frontier orbital gap ... 7.3 eV
Charge ... +1
E_HOMO ... -0.4003 Eh
Energy relative to the best compared isomer or geometry (same formula, charge and spin) ... 2.03 kcal per mole

Mulliken atomic charge list, values in e, 6 entries:
1. C -1.426
2. C -0.120
3. N 0.172
4. C -0.163
5. C -1.376
6. C -0.017

***

6.
Density functional theory data (ωB97M-V with the def2-TZVPD basis set) for a structure of composition C25H25Cl5N3O4Ti.

Structure (XYZ):
```
63
Properties=species:S:1:pos:R:3
Ti 0.29 -0.02 0.11
C 1.95 2.79 -0.75
C 2.21 2.32 0.67
O 1.04 1.71 1.23
C 0.02 2.57 1.74
C -0.95 2.97 0.66
O -1.27 1.78 -0.05
C -2.19 2.01 -1.12
C -2.19 0.75 -1.96
O -0.86 0.29 -2.16
C -0.09 0.91 -3.18
C 0.73 2.08 -2.67
O 1.13 1.80 -1.33
H 2.90 2.89 -1.29
H 1.44 3.76 -0.79
H 2.54 3.13 1.32
H 2.97 1.54 0.68
H 0.49 3.44 2.21
H -0.48 1.98 2.51
H -0.54 3.70 -0.04
H -1.84 3.40 1.11
H -1.86 2.88 -1.69
H -3.19 2.22 -0.72
H -2.70 0.92 -2.91
H -2.70 -0.05 -1.43
H 0.57 0.13 -3.55
H -0.73 1.23 -4.00
H 0.17 3.02 -2.67
H 1.61 2.21 -3.30
C -5.02 -0.39 2.86
C -4.32 0.71 2.38
C -2.99 0.59 2.02
C -2.33 -0.63 2.13
C -3.03 -1.73 2.62
C -4.36 -1.60 2.97
N -0.94 -0.77 1.73
N -0.42 -1.83 2.32
C 0.89 -2.04 2.07
C 1.49 -3.19 2.63
C 2.83 -3.37 2.48
C 3.58 -2.42 1.77
C 2.93 -1.36 1.20
N 1.59 -1.17 1.32
H -6.06 -0.30 3.14
H -4.81 1.67 2.30
H -2.47 1.45 1.66
H -2.54 -2.68 2.72
H -4.89 -2.47 3.34
H 0.86 -3.87 3.18
H 3.32 -4.24 2.91
H 4.65 -2.51 1.64
H 3.46 -0.64 0.60
Cl 3.69 0.26 -1.88
C 2.58 -1.08 -2.14
C 1.39 -1.15 -1.43
C 0.60 -2.24 -1.74
Cl -0.90 -2.34 -0.82
C 0.90 -3.22 -2.67
Cl -0.18 -4.52 -2.96
C 2.10 -3.10 -3.37
Cl 2.52 -4.28 -4.54
C 2.95 -2.03 -3.10
Cl 4.42 -1.88 -3.97
```

E_LUMO (alpha / beta) ... -2.79 / -3.57 eV
Frontier orbital gap (alpha / beta) ... 6.7 / 7.4 eV
Expectation value of S² ... 2.016
Charge ... +1
2S+1 ... 3
E_HOMO (alpha / beta) ... -0.3473 / -0.4043 Eh
Energy relative to the best compared isomer or geometry (same formula, charge and spin) ... 3.94 kcal per mole

Mulliken atomic charge list, values in e, 6 entries:
1. Ti -1.025
2. C -1.196
3. C -0.255
4. O 0.004
5. C -0.692
6. C -0.875

***

Taking the records one at a time from the top gives DFT total energy values of -500.08491 -2714.77470 -1026.78406 -3710.56997 -1454.26253 -4583.09191 Eh.
Taking the records one at a time from the top gives largest force on an atom values of 5.1 2.7 3.4 0.5 0.7 1.1 eV/Å.